No. 1
Entry from the Open Molecules 2025 dataset: a cluster of 5 separate species, C24H44ClN8 in total in a non-equilibrium geometry (ωB97M-V with the def2-TZVPD basis set).

Geometry as XYZ:
```
77
Properties=species:S:1:pos:R:3
C 5.38406 -3.20334 -0.56942
C 6.11171 -2.69632 0.71159
N 5.32117 -1.64357 1.38995
C 4.22903 -1.87465 2.19040
C 3.71958 -0.63970 2.60033
N 4.58298 0.33418 2.05235
C 5.56380 -0.31323 1.31261
C 4.37320 1.78296 2.19852
H 4.37776 -3.58721 -0.40174
H 5.96525 -4.00252 -1.02946
H 5.31599 -2.39317 -1.29542
H 7.15113 -2.36981 0.67860
H 6.27310 -3.49176 1.43916
H 3.95447 -2.89302 2.42264
H 2.85141 -0.42399 3.20543
H 6.27097 0.20581 0.68259
H 3.32554 1.94924 1.94783
H 4.94180 2.41043 1.51217
H 4.50512 2.16408 3.21116
C 0.11480 4.09975 0.14227
C 0.56631 2.81288 0.87757
N 1.52261 2.05076 -0.01605
C 2.67585 2.47500 -0.67241
C 3.19234 1.52449 -1.54402
N 2.34545 0.43737 -1.42212
C 1.37748 0.75380 -0.47523
C 2.56954 -0.84580 -1.99836
H 0.94342 4.65492 -0.29735
H -0.40471 4.64158 0.93260
H -0.59147 3.93362 -0.67118
H -0.34017 2.23787 1.06668
H 1.13687 2.96335 1.79404
H 3.17359 3.39488 -0.40319
H 4.05447 1.51307 -2.19441
H 0.67196 0.06737 -0.03086
H 3.31329 -0.72843 -2.78649
H 1.61762 -1.23796 -2.35637
H 2.94551 -1.58452 -1.29052
C -5.20305 3.48172 0.76999
C -5.42657 2.92230 2.19907
N -4.18285 2.22324 2.68767
C -3.50798 2.49483 3.87662
C -2.40764 1.61832 3.91208
N -2.48367 0.75029 2.85182
C -3.50644 1.20490 2.05871
C -1.49847 -0.21314 2.47401
H -4.90143 2.73694 0.03350
H -4.36682 4.18085 0.77385
H -6.13694 3.92176 0.42025
H -6.20814 2.16511 2.13647
H -5.65464 3.72981 2.89480
H -3.81174 3.40429 4.37362
H -1.57320 1.61989 4.59771
H -3.80583 0.83974 1.08741
H -1.78754 -1.03535 3.12862
H -0.48194 0.12372 2.67716
H -1.54163 -0.43233 1.40715
C -4.92782 -0.51713 -3.68142
C -4.73824 -1.47146 -2.52735
N -3.64753 -2.35746 -2.78184
C -3.74055 -3.48454 -3.53212
C -2.46224 -4.03424 -3.67385
N -1.68992 -3.23975 -2.88483
C -2.44255 -2.27491 -2.24645
C -0.22728 -3.47052 -2.80780
H -5.82088 0.08539 -3.51556
H -4.96053 -1.00889 -4.65363
H -4.09766 0.18739 -3.73210
H -5.61348 -2.11798 -2.46374
H -4.63203 -0.97255 -1.56406
H -4.65494 -3.82981 -3.99157
H -1.99327 -4.89386 -4.12939
H -2.02689 -1.58257 -1.52931
H 0.28118 -3.46108 -3.77190
H -0.14711 -4.42208 -2.28224
H 0.10998 -2.60547 -2.23679
Cl 0.81543 -2.74376 0.73151
```

Output
Energy relative to the best compared isomer or geometry (same formula, charge and spin) (eV): 3.196
Net charge: +3
HOMO energy (eV): -14.8
Total energy (Eh): -1838.2098
Frontier orbital gap (eV): 7.5

No. 2
Entry from the Open Molecules 2025 dataset: a cluster of 2 separate species, C4H9NO2 in total (ωB97M-V with the def2-TZVPD basis set).

Geometry as XYZ:
```
16
Properties=species:S:1:pos:R:3
C -2.48049 -0.23709 0.35760
N -1.36213 0.06897 -0.51192
C -0.27784 0.68361 -0.23710
C 0.63259 0.99120 -1.48577
O 0.00742 0.74011 -2.53384
O 1.74989 1.41140 -1.19647
C 2.30697 -0.73086 0.93943
H -2.13474 -0.40220 1.37859
H -2.99390 -1.12076 -0.01799
H -3.16715 0.60930 0.33959
H -1.39673 -0.08755 -1.53628
H 1.23875 -0.78988 0.71876
H -0.06863 0.98744 0.78520
H 2.57843 0.30531 1.14473
H 2.85464 -1.06016 0.05475
H 2.51292 -1.36884 1.80074
```

Output
Energy relative to the best compared isomer or geometry (same formula, charge and spin) (eV): 2.192
HOMO energy (eV): -9.4
Total energy (Eh): -363.0050
Frontier orbital gap (eV): 8.9

No. 3
Entry from the Open Molecules 2025 dataset: the molecule C2H5FN2 in a non-equilibrium geometry (ωB97M-V with the def2-TZVPD basis set).

Geometry as XYZ:
```
10
Properties=species:S:1:pos:R:3
C 0.01768 -1.03253 -0.13495
C -0.47604 -0.20224 1.17069
H 0.89371 1.31025 -2.08622
H 0.17441 1.31556 -0.55820
H 0.18421 -2.11714 -0.11622
H -1.01594 -0.74224 1.89823
H 0.40837 0.31309 1.57620
N 0.54517 0.82291 -1.29202
N 0.58846 -0.51625 -1.17188
F -1.32003 0.84861 0.71437
```

Output
Energy relative to the best compared isomer or geometry (same formula, charge and spin) (eV): 1.581
HOMO energy (eV): -8.8
SMILES: N/N=C\CF
Total energy (Eh): -288.5107
Frontier orbital gap (eV): 9.8

No. 4
Entry from the Open Molecules 2025 dataset: a structure of composition C41H45BBrN8O3V in a non-equilibrium geometry (ωB97M-V with the def2-TZVPD basis set).

Geometry as XYZ:
```
100
Properties=species:S:1:pos:R:3
V 0.20322 -0.93738 0.26646
C -1.75387 4.00119 2.65643
C -0.82033 3.27465 1.74281
C 0.37390 3.71212 1.22084
C 0.80833 2.66811 0.38417
N -0.03199 1.64068 0.43538
N -1.04686 2.03282 1.25798
B -2.32928 1.21589 1.49183
N -1.94570 -0.10362 2.24235
N -0.68983 -0.59826 2.09523
C -0.48483 -1.46334 3.08277
C -1.63245 -1.55087 3.88173
C -2.52045 -0.64592 3.33566
C -3.87715 -0.30253 3.84998
C 0.80037 -2.13884 3.33768
C 2.01652 -1.49635 3.12890
C 3.20894 -2.14304 3.42456
C 3.19825 -3.43112 3.94035
C 1.98790 -4.07350 4.15658
C 0.79807 -3.42891 3.85911
N -3.11232 1.08195 0.14163
N -2.46323 1.13603 -1.03898
C -3.38269 1.18122 -1.98773
C -4.67126 1.16639 -1.42448
C -4.45412 1.11444 -0.06508
C -5.48152 1.11957 1.01691
C -2.96416 1.20350 -3.40092
C -1.67916 1.62460 -3.74655
C -1.26093 1.59680 -5.06739
C -2.12269 1.16038 -6.06653
C -3.40660 0.75378 -5.73271
C -3.82238 0.77192 -4.40861
C 1.98270 2.72411 -0.50738
C 1.97432 2.10718 -1.75347
C 3.07366 2.17795 -2.59441
C 4.19773 2.89405 -2.20874
C 4.20661 3.54301 -0.98064
C 3.10782 3.46031 -0.13888
H -1.33747 4.98292 2.88072
H -1.89772 3.46543 3.59540
H -2.73557 4.13949 2.20240
H 0.83237 4.67517 1.37292
H -3.05215 1.81481 2.24215
H -1.77763 -2.15133 4.76463
H -4.01457 -0.77615 4.82092
H -4.66330 -0.66622 3.18764
H -4.00908 0.77455 3.96405
H 2.02113 -0.48394 2.74141
H 4.14942 -1.64218 3.24444
H 4.13115 -3.93441 4.16050
H 1.96963 -5.08443 4.54499
H -0.14623 -3.94144 4.00039
H -5.62603 1.21976 -1.92280
H -6.44755 1.38311 0.58827
H -5.24057 1.83846 1.80131
H -5.58575 0.13939 1.48404
H -1.01665 1.97430 -2.96354
H -0.25730 1.91835 -5.31761
H -1.79379 1.13474 -7.09781
H -4.08336 0.40766 -6.50419
H -4.81671 0.42824 -4.14874
H 1.08382 1.57795 -2.06100
H 3.05457 1.65787 -3.54396
H 5.06437 2.93992 -2.85602
H 5.08384 4.09430 -0.66514
H 3.13612 3.94262 0.83117
N -2.33106 -2.08782 0.06421
C -2.29880 -2.89485 -1.15248
C -2.24825 -1.99549 -2.38223
C -0.86159 -1.46012 -2.70171
N -0.34327 -0.47962 -1.72781
H -2.01712 -2.61382 0.87005
H -3.25031 -1.70315 0.24307
H -3.14876 -3.58619 -1.23580
H -1.38910 -3.49692 -1.10476
H -2.94760 -1.16369 -2.24691
H -2.59105 -2.55664 -3.25709
H -0.87397 -1.00877 -3.70016
H -0.14043 -2.27966 -2.72403
H -0.93909 0.34547 -1.67691
H 0.58908 -0.23740 -2.05956
Br 7.44148 1.17648 2.09469
C 6.18524 0.28731 0.96706
C 6.64672 -0.57319 -0.01550
C 5.72149 -1.20180 -0.83798
C 4.35692 -0.97717 -0.68841
C 3.93086 -0.11761 0.31228
C 4.83574 0.52458 1.14745
C 3.37228 -1.64709 -1.65319
O 3.86693 -2.41344 -2.48971
O 2.15124 -1.33553 -1.53207
H 7.70828 -0.74417 -0.13474
H 6.03706 -1.87742 -1.62230
H 2.86759 0.05582 0.42383
H 4.49675 1.20583 1.91645
C 1.46472 -3.62857 0.33861
O 0.38790 -2.74175 0.47561
H 2.39306 -3.22706 0.76757
H 1.67264 -3.85512 -0.71237
H 1.24485 -4.56930 0.86145
```

Output
Spin multiplicity: 4
Energy relative to the best compared isomer or geometry (same formula, charge and spin) (eV): 1.768
Net charge: -1
HOMO energy (spin up / spin down) (eV): -3.3 / -5.7
Total energy (Eh): -5796.2606
Frontier orbital gap (spin up / spin down) (eV): 5.5 / 7.9
⟨S²⟩: 3.758

No. 5
Entry from the Open Molecules 2025 dataset: a cluster of 2 separate species, C2HN2OS in total in a non-equilibrium geometry (ωB97M-V with the def2-TZVPD basis set).

Geometry as XYZ:
```
7
Properties=species:S:1:pos:R:3
C -0.37979 -1.79534 -0.14254
C 0.21063 1.97684 -0.10645
N -1.16657 -2.36737 -0.79997
N 0.69951 -1.41832 0.40896
O 0.68167 1.69233 0.94024
S -0.67747 2.48027 -1.29593
H 0.63202 -0.56840 0.99569
```

Output
Energy relative to the best compared isomer or geometry (same formula, charge and spin) (eV): 1.017
Net charge: -1
HOMO energy (eV): -2.5
Total energy (Eh): -659.7813
Frontier orbital gap (eV): 5.3

No. 6
Entry from the Open Molecules 2025 dataset: the molecule C16H21N5O4 in a non-equilibrium geometry (ωB97M-V with the def2-TZVPD basis set).

Geometry as XYZ:
```
46
Properties=species:S:1:pos:R:3
O -1.27957 1.83737 -4.54974
O -1.65490 3.74966 -0.50008
O 0.28542 -5.98975 2.12102
O 2.54901 1.64388 0.51359
C -1.07099 1.81972 -3.28920
C -1.34560 2.78737 -1.20284
C 1.60054 -4.21221 1.63397
C -0.51120 -3.88792 2.63265
C 1.82844 -2.82005 1.65619
C -0.32704 -2.55985 2.47407
C 0.45047 -4.69658 2.11431
C 0.79962 -1.89284 1.89466
N -1.62036 2.79892 -2.48800
N 0.94427 -0.62077 1.43542
N -0.31248 1.40271 0.77085
N -0.55828 0.65315 -2.77917
N 0.07939 -0.43113 -0.43952
C -2.47330 3.81220 -3.04188
C -0.20484 -0.37398 -3.69958
C -0.27994 -0.04945 0.88234
C 1.74606 0.29007 2.25325
C 0.44691 2.33592 1.60730
C -0.33074 1.79138 -0.66883
C -0.67424 0.49419 -1.35800
C 1.81998 1.76205 1.75072
H -0.45456 -6.14869 2.68296
H 2.04997 1.08382 -0.10380
H 2.29899 -5.00311 1.40131
H -1.38830 -4.39240 3.03299
H 2.76724 -2.49876 1.25979
H -1.05280 -1.87789 2.80896
H -0.18529 -1.41991 -0.45525
H -2.66968 3.79533 -4.04149
H -3.49694 3.70639 -2.56724
H -2.02465 4.82659 -2.91402
H 0.20683 -1.24276 -3.07066
H -0.99954 -0.66993 -4.31680
H 0.49940 0.03776 -4.42944
H -1.21076 -0.52373 1.18445
H 1.22773 0.15469 3.23324
H 2.73018 -0.09953 2.49169
H 0.46208 3.28912 1.15620
H 0.03879 2.53246 2.64105
H 0.68958 2.20343 -0.97796
H -1.75243 0.28004 -1.14973
H 2.35755 2.32303 2.41029
```

Output
Energy relative to the best compared isomer or geometry (same formula, charge and spin) (eV): 4.688
HOMO energy (eV): -7.7
SMILES: CN1C(=O)[C@@H]2[C@H](N[C@H]3N(c4ccc(O)cc4)C[C@@H](O)CN23)N(C)C1=O
Total energy (Eh): -1196.9129
Frontier orbital gap (eV): 8.2

No. 7
Entry from the Open Molecules 2025 dataset: a structure of composition C29H33Br2Cl2F10NO11PS in a non-equilibrium geometry (ωB97M-V with the def2-TZVPD basis set).

Geometry as XYZ:
```
90
Properties=species:S:1:pos:R:3
C 2.02569 -3.76621 -0.51616
C 1.09403 -2.52930 -0.55729
C 1.79467 -1.26693 -1.09735
Cl 3.58369 -1.39246 -0.81661
P 0.87466 0.40403 -0.49992
Cl 2.77676 1.48729 -0.96465
C 1.57585 0.13321 1.27649
C 2.64389 1.04085 1.83361
C 3.82673 0.45424 2.29420
C 4.85028 1.19065 2.86383
C 4.74289 2.57004 3.00625
C 3.56858 3.18271 2.57382
C 3.39922 4.67673 2.75165
C 2.55588 2.42047 2.01608
C 0.43232 1.05565 -2.30882
Br 0.93602 2.87324 -2.81563
C -0.15739 0.43100 -3.33875
C -0.42682 1.05033 -4.69539
Br -0.69659 -1.39322 -3.25738
O -0.57485 -0.42542 -0.24670
C -1.74080 0.31170 0.00600
O -2.37895 0.41541 -1.23405
C -2.64566 -0.66258 0.82318
F -1.85243 -1.41608 1.61051
F -3.57377 -0.04732 1.59015
C -3.44813 -1.70238 -0.03469
F -3.75581 -2.69759 0.85672
F -2.71481 -2.31542 -0.96038
C -4.84534 -1.24370 -0.58048
F -4.97302 0.04109 -0.83349
F -5.14878 -1.93991 -1.68860
F -5.79294 -1.56038 0.32371
C -1.22382 1.65375 0.69177
C -1.42739 1.63727 2.23362
C -0.49144 2.43683 3.10150
C -0.48160 3.94488 3.19151
N 0.26772 1.74213 3.84931
S -2.51004 3.02522 0.23262
O -3.80403 2.44634 -0.03803
O -2.62945 3.98131 1.31212
C -1.98498 4.13525 -1.16742
F -2.89819 5.11799 -1.18872
F -0.82360 4.69515 -0.87874
F -2.02062 3.55171 -2.35669
O 0.03128 1.85932 0.24366
H 2.73367 -3.73356 0.30652
H 1.38677 -4.64522 -0.35138
H 2.50775 -3.92847 -1.47987
H 0.24578 -2.83640 -1.16112
H 0.76994 -2.37815 0.47405
H 1.75664 -1.29855 -2.18700
H 0.74819 0.15602 1.99152
H 1.96139 -0.88045 1.39352
H 3.94882 -0.61999 2.20410
H 5.76031 0.70585 3.20225
H 5.55325 3.14626 3.43812
H 4.35364 5.20083 2.74777
H 2.67773 5.09501 2.05069
H 2.97406 4.83509 3.75251
H 1.66269 2.93283 1.68055
H 0.53655 1.28112 -5.15405
H -1.02799 1.95110 -4.60055
H -0.91528 0.32149 -5.34024
H -2.11465 1.19768 -1.73035
H -1.22651 0.60229 2.52136
H -2.48304 1.75944 2.47552
H 0.39349 4.31447 3.72126
H -1.42507 4.27795 3.62723
H -0.45988 4.38310 2.19124
H 0.85346 2.34570 4.42354
C 8.66155 -3.79178 -0.13444
C 8.79488 -2.31923 0.19565
O 7.46665 -1.84087 0.00620
C 6.61203 -2.88700 0.15144
O 5.43388 -2.78856 0.21432
O 7.30376 -4.06162 0.20873
H 9.33527 -4.42207 0.44155
H 8.80442 -3.99499 -1.19800
H 9.08721 -2.14862 1.23418
H 9.48780 -1.79566 -0.45874
C -8.03170 -3.70719 -2.24210
C -9.07020 -2.60982 -2.17811
O -9.63112 -2.64365 -3.49423
C -9.42387 -3.88119 -4.00877
O -9.91385 -4.28333 -5.01317
O -8.58432 -4.59523 -3.22136
H -7.89318 -4.21939 -1.29362
H -7.06563 -3.34764 -2.59592
H -9.85960 -2.82131 -1.45414
H -8.64458 -1.63315 -1.96304
```

Output
Net charge: -1
HOMO energy (eV): -5.5
Total energy (Eh): -9813.9081
Frontier orbital gap (eV): 7.6

No. 8
Entry from the Open Molecules 2025 dataset: a structure of composition C9H14BN2O5RuS in a non-equilibrium geometry (ωB97M-V with the def2-TZVPD basis set).

Geometry as XYZ:
```
33
Properties=species:S:1:pos:R:3
Ru 8.79685 6.79980 5.42278
O 9.59793 6.44993 7.42994
C 10.10585 7.64631 8.11074
C 9.07246 8.45190 8.91978
C 7.82889 8.42803 8.11289
C 7.88006 9.29686 6.88320
C 7.56379 10.67263 7.04423
C 7.51728 11.45706 5.92233
C 7.76032 10.93211 4.67657
C 8.10812 9.62514 4.51479
N 8.21138 8.82335 5.62606
H 9.51105 5.71286 8.02226
H 10.43787 8.35192 7.28790
H 10.96046 7.34212 8.71519
H 9.51625 9.44164 9.00890
H 9.05232 8.13767 9.91831
H 6.98712 8.77974 8.68531
H 7.49500 7.41109 7.89514
H 7.37535 10.91024 8.05325
H 7.34129 12.48780 5.98326
H 7.64965 11.50626 3.82741
H 8.34035 9.21695 3.55240
O 11.90524 5.09809 5.52082
S 10.91940 5.36149 4.58598
O 9.56013 5.00986 5.20899
O 10.43402 6.94359 4.45287
O 11.06181 4.81371 3.24905
B 4.37716 4.73482 5.28905
C 5.78624 5.78567 4.93824
N 6.53963 6.66110 5.09861
H 6.15205 5.22604 4.13533
H 3.54416 4.41935 6.12443
H 4.27038 4.21292 4.32156
```

Output
Spin multiplicity: 5
Net charge: +1
HOMO energy (spin up / spin down) (eV): -12.9 / -13.1
Total energy (Eh): -1354.5143
Frontier orbital gap (spin up / spin down) (eV): 8.0 / 7.3
⟨S²⟩: 6.021

Q: Which formula does entry 1 have?
A: C24H44ClN8

What did the fifth record say?
Entry from the Open Molecules 2025 dataset: a cluster of 2 separate species, C2HN2OS in total in a non-equilibrium geometry (ωB97M-V with the def2-TZVPD basis set).

Geometry as XYZ:
```
7
Properties=species:S:1:pos:R:3
C -0.37979 -1.79534 -0.14254
C 0.21063 1.97684 -0.10645
N -1.16657 -2.36737 -0.79997
N 0.69951 -1.41832 0.40896
O 0.68167 1.69233 0.94024
S -0.67747 2.48027 -1.29593
H 0.63202 -0.56840 0.99569
```

Output
Energy relative to the best compared isomer or geometry (same formula, charge and spin) (eV): 1.017
Net charge: -1
HOMO energy (eV): -2.5
Total energy (Eh): -659.7813
Frontier orbital gap (eV): 5.3

Q: Among the records above, which one has the highest total energy?
A: C2H5FN2

Q: What is the formula in the eighth record?
A: C9H14BN2O5RuS